(1)
This record from the Open Molecules 2025 dataset describes the molecule C2N2O2S3 in a non-equilibrium geometry. The level of theory is ωB97M-V/def2-TZVPD.

Last column: natural (NBO) charge in e.
Positions of all 9 atoms, in Å:
N (-2.812, 1.309, 0.095)  -0.26
C (-2.265, 0.399, -0.351)  0.01
S (-1.337, -0.778, -1.215)  0.14
S (0.007, -0.688, 0.643)  1.85
O (1.006, -1.697, 0.763)  -0.84
O (-0.980, -0.601, 1.672)  -0.85
S (1.002, 1.215, 0.360)  0.16
C (2.291, 0.665, -0.643)  0.02
N (3.086, 0.177, -1.325)  -0.23

## Properties
gap between HOMO and LUMO	8.321	eV
energy above the lowest of the compared OMol25 structures with the same formula, charge and spin	0.681	eV
HOMO	-11.06	eV
2S+1	1
LUMO	-2.74	eV
E_tot	-41651.76432	eV
SMILES	N#CSS(=O)(=O)SC#N

(2)
This record from the Open Molecules 2025 dataset describes a cluster of 2 separate species, CH2NO in total in a non-equilibrium geometry. The level of theory is ωB97M-V/def2-TZVPD.

Last column: natural (NBO) charge in e.
Positions of all 5 atoms, in Å:
C (-0.295, 0.071, -0.175)  -0.03
N (-3.617, -0.110, -0.335)  0.61
O (-2.852, 0.108, 0.412)  0.10
H (0.382, 0.977, -0.328)  0.16
H (0.156, -0.933, 0.011)  0.15

## Properties
gap between HOMO and LUMO (spin up / spin down)	7.923 / 6.226	eV
charge	+1
energy above the lowest of the compared OMol25 structures with the same formula, charge and spin	3.560	eV
HOMO (spin up / spin down)	-15.75 / -14.81	eV
2S+1	1
LUMO (spin up / spin down)	-7.83 / -8.58	eV
E_tot	-4591.32056	eV

(3)
This record from the Open Molecules 2025 dataset describes a cluster of 2 separate species, C2H8P4 in total in a non-equilibrium geometry. The level of theory is ωB97M-V/def2-TZVPD.

Last column: Löwdin spin population.
Positions of all 14 atoms, in Å:
C (-2.575, -0.229, -0.150)  0.01
C (-1.343, 0.426, 0.314)  0.12
P (3.390, -0.757, -0.071)  0.04
P (3.277, 1.400, -0.361)  0.09
P (1.686, 0.277, 0.680)  0.14
P (0.031, -0.052, -0.782)  0.89
H (-3.444, 0.034, 0.473)  0.00
H (-2.828, 0.044, -1.243)  0.00
H (-2.474, -1.180, -0.181)  0.00
H (-1.110, 0.108, 1.386)  0.02
H (-1.560, 1.469, 0.417)  0.02
H (2.640, -1.217, -1.115)  0.01
H (4.044, 1.623, 0.655)  0.00
H (0.266, -1.946, -0.022)  0.66

## Properties
gap between HOMO and LUMO (spin up / spin down)	7.158 / 5.944	eV
energy above the lowest of the compared OMol25 structures with the same formula, charge and spin	0.627	eV
HOMO (spin up / spin down)	-6.41 / -8.76	eV
2S+1	3
LUMO (spin up / spin down)	0.75 / -2.82	eV
E_tot	-39352.81957	eV
expectation value of S²	2.0114

(4)
This record from the Open Molecules 2025 dataset describes a cluster of 2 separate species, C7H12F2N4O in total in a non-equilibrium geometry. The level of theory is ωB97M-V/def2-TZVPD.

Last column: natural (NBO) charge in e.
Positions of all 26 atoms, in Å:
C (2.709, -2.135, 2.672)  -0.15
C (-0.947, -2.052, -0.996)  -0.01
C (2.018, -2.010, 1.541)  -0.32
C (1.801, -0.770, 0.742)  0.53
C (0.139, 0.867, -0.972)  0.38
C (-3.472, 1.911, -0.752)  -0.30
C (-1.099, 1.272, -0.229)  0.80
N (0.126, -1.769, -0.488)  -0.10
N (0.976, -0.861, -0.347)  -0.12
N (2.322, 0.376, 1.026)  -0.66
N (0.406, 1.439, -2.053)  -0.62
O (-2.073, 1.626, -1.127)  -0.55
F (-0.689, 2.398, 0.521)  -0.32
F (-1.464, 0.328, 0.618)  -0.29
H (2.763, -3.113, 3.093)  0.26
H (3.322, -1.380, 3.088)  0.21
H (-1.148, -3.102, -1.145)  0.26
H (-1.605, -1.315, -1.360)  0.20
H (1.306, -2.731, 1.122)  0.25
H (-3.681, 3.028, -0.508)  0.24
H (-3.936, 1.257, -0.002)  0.23
H (-4.102, 1.607, -1.671)  0.24
H (3.092, 0.418, 1.731)  0.46
H (2.223, 1.177, 0.372)  0.44
H (-0.285, 2.244, -2.362)  0.49
H (1.297, 1.288, -2.513)  0.46

## Properties
gap between HOMO and LUMO (spin up / spin down)	8.340 / 8.341	eV
charge	+2
energy above the lowest of the compared OMol25 structures with the same formula, charge and spin	0.000	eV
HOMO (spin up / spin down)	-17.70 / -17.70	eV
2S+1	1
LUMO (spin up / spin down)	-9.36 / -9.36	eV
E_tot	-20873.86889	eV

(5)
This record from the Open Molecules 2025 dataset describes a cluster of 2 separate species, C23H31OSi in total in a non-equilibrium geometry. The level of theory is ωB97M-V/def2-TZVPD.

Last column: natural (NBO) charge in e.
Positions of all 56 atoms, in Å:
C (-3.081, 1.122, 2.855)  -0.60
C (-2.256, 0.540, 1.723)  -0.53
C (-1.192, -0.406, 2.289)  0.71
C (-0.784, -1.712, 1.538)  -0.33
C (-0.889, -2.812, 2.626)  -0.60
O (-0.744, -0.236, 3.483)  -0.66
Si (1.378, 1.790, 3.766)  1.98
C (0.402, 2.396, 5.273)  -1.18
C (2.599, 0.364, 3.908)  -1.19
C (1.132, 2.720, 2.117)  -1.19
H (-3.967, 1.632, 2.462)  0.23
H (-3.427, 0.327, 3.528)  0.22
H (-2.492, 1.832, 3.452)  0.20
H (-2.887, -0.030, 1.006)  0.24
H (-1.741, 1.330, 1.150)  0.25
H (-1.539, -1.898, 0.735)  0.22
H (-1.784, -3.393, 2.387)  0.23
H (-0.012, -3.434, 2.675)  0.22
H (-1.020, -2.339, 3.598)  0.23
H (1.144, 3.082, 5.739)  0.27
H (-0.531, 2.917, 4.964)  0.28
H (0.136, 1.536, 5.932)  0.29
H (3.576, 0.818, 3.649)  0.27
H (2.592, -0.001, 4.952)  0.28
H (2.332, -0.473, 3.214)  0.29
H (2.165, 3.058, 1.871)  0.27
H (0.713, 2.068, 1.300)  0.30
H (0.456, 3.584, 2.296)  0.27
C (1.553, -3.935, 0.605)  -0.21
C (1.878, -5.050, -0.278)  0.01
C (2.255, -6.293, 0.268)  -0.22
C (2.572, -7.367, -0.565)  -0.20
C (2.529, -7.206, -1.956)  -0.21
C (2.149, -5.983, -2.517)  -0.19
C (1.812, -4.906, -1.687)  -0.23
C (0.802, -2.918, 0.160)  -0.17
C (0.515, -1.638, 0.970)  -0.27
C (0.765, -0.459, -0.002)  -0.04
C (2.061, 0.088, -0.044)  -0.22
C (2.346, 1.060, -1.022)  -0.21
C (1.387, 1.415, -1.955)  -0.22
C (0.103, 0.834, -1.923)  -0.20
C (-0.185, -0.115, -0.920)  -0.19
H (1.900, -3.997, 1.652)  0.21
H (2.273, -6.396, 1.354)  0.21
H (2.848, -8.324, -0.123)  0.22
H (2.790, -8.041, -2.609)  0.22
H (2.107, -5.848, -3.598)  0.22
H (1.510, -3.952, -2.117)  0.21
H (0.335, -2.937, -0.823)  0.21
H (1.264, -1.586, 1.779)  0.20
H (2.808, -0.226, 0.675)  0.21
H (3.340, 1.516, -1.031)  0.22
H (1.614, 2.155, -2.738)  0.23
H (-0.653, 1.092, -2.654)  0.23
H (-1.179, -0.596, -0.910)  0.21

## Properties
gap between HOMO and LUMO	6.039	eV
charge	+1
energy above the lowest of the compared OMol25 structures with the same formula, charge and spin	1.517	eV
HOMO	-10.43	eV
2S+1	1
LUMO	-4.39	eV
E_tot	-34271.75541	eV